# 1
The following is a DFT calculation (wB97M-V/def2-TZVPD) of a 3-piece molecular cluster, C8H13N2O2P overall.

Computed properties:
gap between HOMO and LUMO	9.56	eV
LUMO energy	0.30	eV
electronic energy	-24868.0651	eV

Bonds (Å) are listed after each position.
Element x y z (Å)
1 O -0.71 -1.37 0.57  C2 1.457, H9 0.909
2 C -0.02 -0.76 -0.57  O1 1.457, C3 1.562, H10 1.065, H11 1.062
3 C 0.57 0.64 -0.22  C2 1.562, C4 1.372, C8 1.383
4 C 1.93 0.80 -0.09  C3 1.372, C5 1.380, H12 1.047
5 C 2.47 2.03 0.24  C4 1.380, C6 1.385, H13 1.158
6 C 1.69 3.17 0.24  C5 1.385, C7 1.402, H14 1.159
7 C 0.33 3.04 -0.10  C6 1.402, C8 1.393, H15 1.063
8 C -0.23 1.77 -0.22  C3 1.383, C7 1.393, H16 1.160
9 H -0.03 -1.63 1.12  O1 0.909
10 H -0.85 -0.57 -1.20  C2 1.065
11 H 0.87 -1.27 -0.86  C2 1.062
12 H 2.72 0.12 -0.12  C4 1.047
13 H 3.60 1.96 0.51  C5 1.158
14 H 2.18 4.21 0.36  C6 1.159
15 H -0.10 4.01 -0.08  C7 1.063
16 H -1.35 1.55 -0.41  C8 1.160
17 H -3.35 1.71 1.20  N18 0.996
18 N -3.37 1.20 0.35  H17 0.996, P19 1.571
19 P -3.70 -0.33 0.47  N18 1.571, O20 1.617
20 O -3.82 -0.45 -1.13  P19 1.617, H21 0.961
21 H -3.57 0.36 -1.58  O20 0.961
22 C 0.75 -4.26 -0.03  N23 1.240, H24 1.127, H25 1.005
23 N 1.64 -3.64 0.57  C22 1.240, H26 0.974
24 H -0.21 -4.56 0.48  C22 1.127
25 H 1.01 -4.48 -0.97  C22 1.005
26 H 1.54 -3.24 1.46  N23 0.974

# 2
The following is a DFT calculation (wB97M-V/def2-TZVPD) of an isolated ion of composition C8H13N2O3S and charge +1.

Computed properties:
gap between HOMO and LUMO	8.90	eV
LUMO energy	-4.00	eV
charge	+1
electronic energy	-28448.4402	eV

Bonds (Å) are listed after each position.
Element x y z (Å)
1 O -0.88 1.52 -1.62  S2 1.565
2 S -2.34 1.01 -1.85  O1 1.565, O3 1.550, O4 1.714, C5 1.895
3 O -3.35 2.19 -1.72  S2 1.550
4 O -2.41 0.48 -3.48  S2 1.714, H15 1.005
5 C -2.80 -0.33 -0.60  S2 1.895, C6 1.672, H16 1.193, H17 1.193
6 C -2.25 0.03 0.94  C5 1.672, C7 1.653, H18 1.187, H19 1.190
7 C -0.84 -0.81 1.15  C6 1.653, N8 1.540, H20 1.185, H21 1.194
8 N 0.22 -0.01 1.93  C7 1.540, C9 1.526, H22 1.044, H23 1.064
9 C 1.50 -0.11 1.11  N8 1.526, C10 1.627, C14 1.603
10 C 2.09 1.21 0.36  C9 1.627, C11 1.627, H24 1.170
11 C 3.43 0.81 -0.49  C10 1.627, C12 1.603, H25 1.180
12 C 3.96 -0.70 -0.48  C11 1.603, N13 1.490, H26 1.196
13 N 3.48 -1.92 0.23  C12 1.490, C14 1.489
14 C 2.26 -1.51 0.98  C9 1.603, N13 1.489, H27 1.196
15 H -1.80 1.03 -4.06  O4 1.005
16 H -3.97 -0.57 -0.60  C5 1.193
17 H -2.30 -1.34 -1.01  C5 1.193
18 H -2.12 1.21 1.05  C6 1.187
19 H -2.99 -0.38 1.77  C6 1.190
20 H -1.00 -1.88 1.63  C7 1.185
21 H -0.41 -0.98 0.05  C7 1.194
22 H -0.08 0.97 2.14  N8 1.044
23 H 0.36 -0.52 2.86  N8 1.064
24 H 1.59 2.26 0.41  C10 1.170
25 H 3.99 1.64 -1.11  C11 1.180
26 H 4.92 -0.90 -1.16  C12 1.196
27 H 1.75 -2.42 1.57  C14 1.196

# 3
The following is a DFT calculation (wB97M-V/def2-TZVPD) of one molecule with the formula C8H13N2OP.

Computed properties:
spin multiplicity	3
<S²>	2.0254
gap between HOMO and LUMO (spin up / spin down)	4.50 / 6.01	eV
LUMO energy (spin up / spin down)	-0.40 / -2.07	eV
electronic energy	-22815.3096	eV

Bonds (Å) are listed after each position.
Element x y z (Å)
1 C -1.54 1.92 -0.44  C2 1.330, C4 1.441, H13 1.017
2 C -0.45 2.66 -0.56  C1 1.330, P12 1.816, H14 1.163
3 C -1.05 0.60 1.41  C4 1.308, H15 1.010
4 C -1.94 0.91 0.50  C1 1.441, C3 1.308, C8 1.520
5 C 3.14 -0.57 -0.19  C6 1.521, N9 1.345, O11 1.187
6 C 4.46 -1.01 0.42  C5 1.521, H16 1.202, H17 1.098, H18 1.119
7 C -2.81 -1.33 -0.15  C8 1.607, H19 1.134, H20 1.148, H21 1.088
8 C -3.24 0.15 0.29  C4 1.520, C7 1.607, H22 1.133, H23 1.094
9 N 3.01 0.75 0.00  C5 1.345, N10 1.410, H24 1.037
10 N 1.86 1.43 -0.44  N9 1.410, P12 1.714, H25 1.046
11 O 2.22 -1.11 -0.70  C5 1.187
12 P 0.86 2.30 0.65  C2 1.816, N10 1.714
13 H -2.24 2.24 -1.11  C1 1.017
14 H -0.34 3.58 -1.26  C2 1.163
15 H -0.94 -0.03 2.19  C3 1.010
16 H 5.10 -0.11 0.90  C6 1.202
17 H 5.00 -1.63 -0.31  C6 1.098
18 H 4.12 -1.65 1.27  C6 1.119
19 H -2.63 -1.52 -1.26  C7 1.134
20 H -3.47 -2.10 0.40  C7 1.148
21 H -1.92 -1.53 0.44  C7 1.088
22 H -3.70 0.09 1.33  C8 1.133
23 H -3.95 0.60 -0.41  C8 1.094
24 H 3.64 1.45 0.44  N9 1.037
25 H 1.42 0.67 -1.01  N10 1.046

Max |F| (eV Å⁻¹)
4.53, 8.31, 5.09
Molecular weight (g mol⁻¹)
200.178, 217.270, 184.179